No. 1
Below is a 7-piece molecular cluster, C25H26F9NO23S overall in a non-equilibrium geometry, with properties calculated with ωB97M-V with the def2-TZVPD basis set.

The geometry in XYZ format:
```
85
C25H26F9NO23S ωB97M-V with the def2-TZVPD basis set
N 3.99 -3.76 2.79
C 2.99 -3.46 2.30
O 1.99 -3.04 1.60
C 1.28 -1.89 2.20
C -0.12 -2.36 2.56
C -1.23 -1.28 2.38
S -0.57 0.35 2.42
O -0.19 0.73 3.75
O -1.54 1.23 1.83
O 0.72 0.41 1.50
C 1.35 -0.81 1.12
C 2.85 -0.51 0.82
O 3.11 0.90 0.83
C 3.74 1.36 1.92
F 3.20 0.90 3.07
F 3.64 2.70 1.93
F 5.04 1.04 1.94
H 1.84 -1.58 3.08
H -0.12 -2.64 3.61
H -0.40 -3.26 2.01
H -1.85 -1.43 1.50
H -1.87 -1.32 3.25
H 0.93 -1.22 0.20
H 3.51 -0.98 1.55
H 3.11 -0.89 -0.16
C -2.81 -3.20 6.70
C -2.75 -4.63 7.19
O -2.37 -5.34 6.02
C -1.65 -4.48 5.24
O -0.98 -4.80 4.32
O -1.82 -3.20 5.67
F -3.96 -5.08 7.60
H -3.78 -2.97 6.27
H -2.57 -2.47 7.47
H -2.02 -4.82 7.97
C -0.64 4.09 3.86
C 0.03 5.32 3.30
O -0.18 6.28 4.31
C -0.28 5.61 5.50
O -0.22 6.11 6.57
O -0.46 4.28 5.27
F -0.56 5.75 2.15
H -1.70 4.07 3.63
H -0.18 3.16 3.53
H 1.10 5.22 3.12
C -0.76 3.98 -1.15
C -2.21 4.15 -1.55
O -2.42 3.04 -2.40
C -1.56 2.06 -2.01
O -1.64 0.92 -2.35
O -0.61 2.55 -1.19
F -2.41 5.29 -2.25
H -0.08 4.44 -1.87
H -0.54 4.36 -0.15
H -2.92 4.11 -0.72
C -3.77 3.32 -5.89
C -3.61 1.94 -5.31
O -3.21 1.18 -6.44
C -2.57 2.02 -7.30
O -1.90 1.68 -8.21
O -2.81 3.31 -6.95
F -4.78 1.44 -4.83
H -4.77 3.46 -6.31
H -3.56 4.11 -5.18
H -2.85 1.86 -4.54
C 5.18 -2.91 -3.47
C 4.76 -1.61 -4.11
O 3.40 -1.51 -3.73
C 3.26 -2.19 -2.56
O 2.31 -2.11 -1.85
O 4.33 -2.96 -2.32
F 4.85 -1.64 -5.45
H 4.96 -3.76 -4.12
H 6.23 -2.94 -3.18
H 5.30 -0.73 -3.74
C -1.14 -1.97 -4.67
C -0.44 -2.65 -3.52
O 0.53 -3.45 -4.17
C 0.83 -2.84 -5.36
O 1.77 -3.11 -6.03
O -0.09 -1.89 -5.64
F -1.27 -3.45 -2.81
H -1.95 -2.59 -5.06
H -1.52 -0.98 -4.43
H 0.07 -1.97 -2.84
```

The structure (SMILES) is N#CO[C@@H]1CCS(=O)(=O)O[C@H]1COC(F)(F)F.O=C1OC[C@@H](F)O1.O=C1OC[C@@H](F)O1.O=C1OC[C@@H](F)O1.O=C1OC[C@@H](F)O1.O=C1OC[C@@H](F)O1.O=C1OC[C@@H](F)O1. As for the LUMO energy: 0.01 eV. The HOMO energy is -11.210 eV. The value obtained for the HOMO-LUMO gap is 11.22 eV. The value obtained for the total energy is -4050.55843 hartree. Its spin multiplicity is 1.


No. 2
Below is one molecule with the formula C25H26N4O3 in a non-equilibrium geometry, with properties calculated with ωB97M-V with the def2-TZVPD basis set.

The geometry in XYZ format:
```
58
C25H26N4O3 ωB97M-V with the def2-TZVPD basis set
O -2.36 -2.74 0.14
C -2.90 -1.73 -0.27
N -2.25 -0.81 -1.03
H -2.73 0.03 -1.30
C -0.83 -0.88 -1.22
H -0.56 -1.93 -1.12
H -0.57 -0.52 -2.22
C -0.08 -0.04 -0.16
N 1.35 0.06 -0.44
C 2.01 -1.22 -0.62
C 3.49 -1.02 -0.96
N 4.14 -0.27 0.09
C 5.50 -0.39 0.30
C 6.35 -1.06 -0.58
C 7.70 -1.21 -0.29
C 8.23 -0.70 0.87
C 7.41 -0.04 1.76
C 6.06 0.12 1.48
H 5.43 0.62 2.21
H 7.81 0.36 2.68
H 9.28 -0.82 1.09
H 8.33 -1.73 -1.00
H 5.97 -1.45 -1.51
C 3.48 1.01 0.27
C 2.02 0.78 0.64
H 1.53 1.74 0.79
H 1.97 0.21 1.59
H 3.98 1.58 1.06
H 3.52 1.59 -0.66
H 3.96 -2.00 -1.05
H 3.56 -0.49 -1.93
H 1.55 -1.76 -1.44
H 1.94 -1.84 0.29
C -0.69 1.34 -0.18
C -0.35 2.26 -1.16
C -0.99 3.49 -1.18
C -1.96 3.74 -0.22
N -2.29 2.87 0.72
C -1.67 1.71 0.74
H -1.97 1.03 1.53
H -2.50 4.68 -0.20
H -0.74 4.23 -1.93
H 0.41 2.01 -1.88
H -0.27 -0.51 0.82
C -4.35 -1.45 -0.03
C -5.19 -2.54 0.13
C -6.55 -2.40 0.37
C -7.03 -1.12 0.47
C -6.19 -0.01 0.33
C -4.85 -0.14 0.08
H -4.22 0.73 0.02
O -6.92 1.14 0.48
C -8.25 0.72 0.73
O -8.31 -0.69 0.71
H -8.92 1.13 -0.04
H -8.57 1.09 1.72
H -7.20 -3.25 0.49
H -4.76 -3.53 0.06
```

The structure (SMILES) is O=C(NC[C@H](c1cccnc1)N1CCN(c2ccccc2)CC1)c1ccc2c(c1)OCO2. As for the LUMO energy: 0.66 eV. The HOMO energy is -7.841 eV. The value obtained for the HOMO-LUMO gap is 8.50 eV. The value obtained for the total energy is -1413.00360 hartree. Its spin multiplicity is 1.


No. 3
Below is C25H27AsN2S4V as an isolated structure, with properties calculated with ωB97M-V with the def2-TZVPD basis set.

The geometry in XYZ format:
```
60
C25H27AsN2S4V ωB97M-V with the def2-TZVPD basis set
V -0.63 0.00 0.24
S -0.25 -0.18 2.49
C -0.76 -1.77 3.09
C -0.70 -2.00 4.47
C -1.13 -3.20 4.99
C -1.63 -4.20 4.16
C -1.69 -3.98 2.79
C -1.25 -2.77 2.26
As -1.26 -2.37 0.37
C 0.18 -3.46 -0.35
C 1.12 -4.06 0.48
C 2.19 -4.74 -0.08
C 2.32 -4.84 -1.46
C 1.37 -4.25 -2.29
C 0.30 -3.56 -1.74
C -2.84 -3.17 -0.39
C -3.93 -2.36 -0.66
C -5.10 -2.92 -1.17
C -5.17 -4.28 -1.40
C -4.08 -5.09 -1.13
C -2.91 -4.54 -0.62
H -0.32 -1.22 5.12
H -1.08 -3.37 6.06
H -1.98 -5.13 4.58
H -2.08 -4.74 2.13
H 1.00 -4.01 1.55
H 2.91 -5.23 0.57
H 3.14 -5.39 -1.89
H 1.45 -4.34 -3.36
H -0.44 -3.09 -2.38
H -3.86 -1.29 -0.50
H -5.95 -2.28 -1.39
H -6.08 -4.71 -1.79
H -4.13 -6.16 -1.31
H -2.05 -5.18 -0.43
S -2.24 2.23 -3.09
C -1.72 1.26 -1.89
S -0.43 0.09 -2.09
S -2.41 1.30 -0.27
C 4.06 -0.70 -1.31
C 2.53 -0.92 -1.15
N 2.03 -0.24 0.04
C 2.72 -0.79 1.22
C 4.24 -0.53 1.13
N 4.51 0.16 -0.17
C 3.80 1.48 -0.21
C 2.28 1.20 -0.05
H 4.30 -0.19 -2.23
H 4.62 -1.63 -1.27
H 2.31 -1.98 -1.06
H 2.00 -0.54 -2.02
H 2.50 -1.85 1.27
H 2.30 -0.33 2.11
H 4.82 -1.45 1.14
H 4.60 0.11 1.93
H 5.51 0.33 -0.26
H 4.03 1.96 -1.16
H 4.19 2.09 0.60
H 1.73 1.59 -0.91
H 1.89 1.68 0.85
```

As for the LUMO energy (alpha / beta): -3.13 / -3.06 eV. The HOMO energy (alpha / beta) is -10.047 / -10.033 eV. The value obtained for the HOMO-LUMO gap (alpha / beta) is 6.92 / 6.97 eV. The value obtained for the total energy is -5850.68232 hartree. Its spin multiplicity is 3. As for the net charge: +1.


No. 4
Below is C25H27BN11O4Sn as an isolated structure in a non-equilibrium geometry, with properties calculated with ωB97M-V with the def2-TZVPD basis set.

The geometry in XYZ format:
```
69
C25H27BN11O4Sn ωB97M-V with the def2-TZVPD basis set
Sn 0.41 -0.61 0.32
C -3.82 -2.20 0.51
C -2.83 -1.30 0.89
N -1.76 -1.38 0.08
N -2.09 -2.37 -0.88
C -3.29 -2.86 -0.60
B -1.01 -2.78 -1.95
N 0.07 -3.51 -1.13
C 0.54 -4.77 -1.07
C 1.45 -4.87 -0.04
C 1.48 -3.60 0.52
N 0.65 -2.79 -0.14
N -0.46 -1.53 -2.61
C -0.34 -1.19 -3.91
C 0.22 0.07 -4.00
C 0.44 0.45 -2.68
N 0.02 -0.51 -1.86
N -1.63 -3.67 -3.07
C -2.75 -3.49 -3.72
C -2.84 -4.50 -4.75
C -1.62 -5.23 -4.62
N -0.87 -4.71 -3.70
H -4.77 -2.37 0.97
H -2.84 -0.62 1.71
H -3.74 -3.65 -1.17
H 0.21 -5.54 -1.75
H 1.99 -5.74 0.27
H 2.05 -3.25 1.36
H -0.65 -1.84 -4.71
H 0.44 0.62 -4.90
H 0.88 1.36 -2.30
H -3.46 -2.71 -3.49
H -3.59 -4.60 -5.52
H -1.27 -6.04 -5.24
O 4.87 -0.61 -0.52
C 3.69 -0.56 -0.05
O 2.63 -0.62 -0.72
C 3.62 -0.43 1.44
C 4.73 -0.29 2.27
C 4.50 -0.17 3.64
C 3.19 -0.19 4.12
C 2.17 -0.33 3.20
N 2.40 -0.45 1.90
C 0.73 -0.33 3.47
O 0.24 -0.37 4.65
O -0.01 -0.28 2.50
H 4.90 -0.69 -1.50
H 5.73 -0.28 1.85
H 5.33 -0.07 4.33
H 3.00 -0.09 5.18
H 0.88 -0.45 5.39
N 0.20 2.15 0.72
C 0.00 3.27 0.99
N -0.15 4.47 1.28
C -0.78 4.88 2.55
C -2.10 5.59 2.26
C -1.90 6.71 1.23
C -1.20 6.25 -0.05
C 0.11 5.54 0.27
H -0.12 5.59 3.05
H -0.93 4.02 3.19
H -2.47 5.98 3.20
H -2.81 4.84 1.89
H -1.37 7.56 1.68
H -2.88 7.11 0.97
H -0.96 7.09 -0.69
H -1.83 5.55 -0.61
H 0.79 6.26 0.71
H 0.56 5.11 -0.62
```

As for the LUMO energy (alpha / beta): -13.87 / -14.12 eV. The HOMO energy (alpha / beta) is -18.454 / -18.454 eV. The value obtained for the HOMO-LUMO gap (alpha / beta) is 4.59 / 4.33 eV. The value obtained for the total energy is -2109.90158 hartree. Its spin multiplicity is 2. As for the net charge: +4.